Record 1
The following is a quantum chemistry calculation of C41H51BiI2N2O6P2S2 as an isolated structure, from OMol25.

Last column: Mulliken charge in e.
Element x y z (Å)
C -3.674 1.215 -5.144  -0.07
C 3.954 4.609 -3.075  -0.28
H 1.804 4.844 1.892  0.42
H 1.215 0.424 2.670  0.17
C 1.658 -2.197 3.765  -1.86
C -3.370 -3.500 -0.415  0.47
H 4.585 -1.094 2.289  0.25
C 5.442 -0.208 -1.466  -0.83
H -4.031 -0.720 -5.982  0.35
H 0.584 -2.126 3.585  0.08
H -3.363 0.107 3.194  0.11
H 4.733 5.358 -3.053  0.39
H 0.707 5.947 3.805  0.35
C -1.075 3.064 1.904  -0.26
O 1.150 -1.535 -3.933  -0.32
H -5.488 -0.730 -0.364  0.39
H 0.565 -4.306 2.591  0.31
C 0.359 -4.098 1.544  -2.39
C -2.436 4.022 -2.962  -0.71
H 3.740 -4.159 0.772  0.34
H -2.785 -5.512 0.057  0.32
H 6.275 0.201 -2.027  0.34
C 1.596 -3.606 0.774  2.12
H 2.611 -5.515 0.720  0.48
H -4.449 -3.599 -0.271  0.27
O -1.583 -0.715 -2.166  0.47
H -3.296 -1.357 4.177  0.31
H 5.279 2.929 -3.377  0.44
C -2.339 1.275 -3.148  -0.01
H 0.581 4.168 -2.826  0.32
H -3.194 -2.762 -1.207  -0.41
H 3.985 -3.170 -0.785  0.20
H 2.941 0.752 2.564  0.33
C -1.686 3.701 2.989  -0.73
C -3.098 3.408 -4.033  -1.18
O -4.405 -1.168 1.346  -0.36
S -1.995 1.776 1.125  -0.12
H -0.474 -3.399 1.487  0.42
H -3.261 -5.265 -1.634  0.42
C 3.534 0.093 -0.036  -0.07
H 2.860 -4.624 2.216  0.33
C -2.738 -4.820 -0.786  -1.23
H -2.469 5.098 -2.843  0.46
I -2.637 -2.897 -4.295  -0.06
N 1.959 2.690 -3.113  0.31
H 1.872 -3.230 -1.406  0.25
H -1.249 3.736 -1.190  0.64
I -4.797 2.136 -6.650  -0.04
H 4.188 -2.728 2.830  0.28
H 3.401 1.267 -3.382  0.45
N -1.680 1.920 -2.121  0.89
C -3.566 -0.159 -5.183  -0.42
C -1.574 -0.061 4.365  -0.95
C -5.110 -0.216 0.524  0.30
H 1.940 -3.249 3.760  0.24
C 3.293 -1.285 0.003  1.52
H 0.023 -5.035 1.086  0.59
C 4.260 3.268 -3.253  -0.77
C 2.196 0.106 3.028  -1.96
C 2.469 -1.383 2.750  2.23
C -2.699 -0.674 3.566  -0.07
O 1.031 1.806 -3.123  -0.38
H -5.844 0.934 2.186  0.25
C -3.057 1.988 -4.133  0.94
C -2.242 -0.143 -3.139  -0.29
C 0.816 4.528 2.206  -0.76
C 5.194 -1.572 -1.477  -1.01
H 1.860 -1.806 4.767  0.66
P -2.828 -1.416 0.985  0.58
C 0.204 3.486 1.502  0.13
C 4.602 0.624 -0.740  -1.00
C 4.138 -2.103 -0.747  -0.74
H 2.325 5.987 -2.768  0.42
Bi -0.456 0.714 -0.735  1.34
H 5.827 -2.235 -2.054  0.40
O -2.155 -1.414 2.467  -0.19
H -1.694 -4.680 -1.068  0.13
S 1.094 2.760 0.165  -0.24
H 4.757 1.696 -0.734  0.60
C -1.749 3.284 -2.037  -0.94
C 2.778 -4.515 1.133  -2.02
C 1.642 3.995 -2.938  0.09
H 0.204 -3.314 -0.875  -0.21
P 1.823 -1.756 1.010  1.20
H -1.037 0.671 3.761  -0.01
O -2.787 -3.041 0.817  -0.27
C 2.623 4.959 -2.919  -0.80
H 1.168 -4.793 -0.986  0.64
H -1.976 0.445 5.246  0.44
H -3.639 3.990 -4.764  0.15
C -2.852 -0.828 -4.194  -0.36
H 2.237 0.282 4.108  0.57
C -6.237 0.370 1.339  -1.46
H -6.889 -0.417 1.720  0.33
H -6.833 1.046 0.723  0.42
H -4.426 0.568 0.192  -0.04
C 1.200 -3.734 -0.715  -1.49
C 3.254 2.329 -3.269  -0.12
C 0.201 5.147 3.279  -0.64
C -1.065 4.730 3.674  -0.61
H -1.567 5.202 4.511  0.36
C 1.623 -1.038 -3.042  0.34
H 2.857 0.775 0.464  -0.26
H -2.674 3.371 3.290  0.48
C 3.955 -1.671 2.967  -1.83
H 4.229 -1.398 3.992  0.52
H -0.873 -0.824 4.703  0.26

Properties
E_LUMO (alpha / beta) = 2.259 / 2.249 eV
energy = -4443.06793 a.u.
total charge = -1
2S+1 = 2
highest occupied orbital energy (alpha / beta) = -0.0904 / -0.1612 Eh
orbital gap (alpha / beta) = 4.72 / 6.63 eV
⟨S²⟩ = 0.769

Record 2
The following is a quantum chemistry calculation of a 8-piece molecular cluster, C41H51F10N12O5S2 overall at a distorted geometry, from OMol25.

Last column: Mulliken charge in e.
Element x y z (Å)
H -10.986 -3.201 6.894  0.39
H -0.460 -0.408 3.823  0.42
F -0.708 -3.987 -4.744  -0.27
C -3.333 0.395 4.842  0.26
C -5.102 5.238 -5.797  -0.57
C -5.121 4.032 -7.696  -0.33
H -9.911 -2.040 9.100  0.40
C 9.452 -0.056 -2.001  -0.29
N -1.562 -0.557 -1.801  -0.47
H -0.929 3.182 3.709  0.42
N 5.354 -4.844 0.702  0.02
C 5.100 -4.609 -0.624  -0.62
H 9.469 1.980 0.533  0.35
C 10.892 0.526 -0.376  -0.46
C -0.477 -0.772 2.801  -1.07
C -9.947 -2.975 7.064  -0.47
H -2.660 1.144 4.457  0.52
H -2.964 2.079 -2.820  0.67
H -0.088 2.942 7.822  0.44
N 4.333 -0.166 -2.778  0.28
O 1.189 2.539 2.440  -0.70
C 5.209 0.444 -3.632  -0.63
H -2.915 4.538 4.956  0.42
H -3.313 6.241 -6.302  0.20
C -3.942 0.397 6.125  -0.96
H 7.065 -4.686 1.968  0.39
H 4.687 -5.176 1.371  0.19
H -1.760 3.623 -5.363  0.18
C -1.091 3.360 4.754  -0.41
H 3.687 0.160 -0.775  0.73
C -2.176 -2.441 0.669  -0.10
S -2.257 -1.703 -2.870  1.04
O -3.144 -1.733 0.566  -0.44
H 0.607 2.344 5.491  0.20
F 1.042 -2.012 -2.793  -0.14
F 2.573 -4.222 -2.509  -0.18
C 10.709 -0.302 -1.517  -0.63
C -8.036 -2.268 8.015  -0.37
H 6.398 -3.918 -2.236  0.43
F 1.728 -5.078 -4.305  -0.24
H -3.575 -1.091 3.193  0.46
O -3.476 -1.090 -3.243  -0.59
H 3.804 -0.991 -2.989  0.13
H -0.373 -1.851 2.777  0.41
C 0.607 -0.078 1.977  -0.17
C -0.643 3.227 6.945  -0.53
C -9.384 -2.367 8.220  -0.47
C -8.923 -3.227 6.195  -0.39
H 8.287 -3.851 -0.291  0.44
C -0.103 -2.797 -4.730  0.51
N -7.763 -2.794 6.780  0.07
H -0.533 2.602 -5.769  0.22
F 0.295 -2.495 -5.977  -0.27
H 4.125 -4.778 -1.040  0.57
H -3.230 4.946 -8.442  0.38
H 1.205 0.536 2.639  0.62
H 1.051 2.859 -1.030  0.20
N -0.922 -0.758 -0.566  0.87
H -7.254 -1.872 8.640  0.33
C 4.311 0.500 -1.585  -0.66
C -4.736 -0.714 6.206  -0.15
H 6.482 2.198 -3.387  0.51
C -4.012 4.831 -7.711  -0.54
H 5.393 2.266 -0.895  0.51
H -1.461 -0.508 2.416  0.12
H -5.410 3.342 -8.471  0.42
C -3.775 -0.721 4.184  -1.07
C -2.104 1.521 -3.194  -0.56
H 11.769 0.585 0.246  0.40
N -1.347 2.719 -5.188  -0.54
C -1.061 2.509 -3.779  -0.73
N -0.922 1.411 -1.059  -0.41
H -5.102 -2.244 4.784  0.17
H -1.111 3.436 -3.209  0.35
H -0.060 -2.123 0.761  0.68
C 7.257 -4.142 -0.182  -0.55
C -0.859 -2.079 0.034  -0.57
H -5.368 -1.067 7.001  0.14
H 1.573 4.103 0.114  0.49
C -1.795 3.952 6.807  -0.52
H 2.458 2.551 0.050  0.30
C 5.181 1.553 -1.676  -0.68
O -2.146 -3.004 -2.311  -0.62
F 0.508 -4.748 -2.555  -0.21
H 8.923 -0.470 -2.843  0.40
C 5.752 1.518 -2.979  -0.60
C 1.182 -2.857 -3.835  0.54
C 1.489 3.030 -0.054  -0.92
H -5.284 5.711 -4.847  0.40
H 11.419 -0.997 -1.933  0.39
C -1.187 -1.682 -4.442  0.64
N -4.006 5.562 -6.553  0.01
C -2.079 4.037 5.416  -0.60
H -0.625 -2.806 -0.721  0.00
F -0.615 -0.477 -4.566  -0.23
H -6.853 -2.858 6.370  0.18
N -4.630 -1.392 5.018  0.17
H -0.055 2.111 -3.650  0.47
F -2.124 -1.839 -5.368  -0.23
H 7.946 1.254 -1.326  0.19
C -5.813 4.289 -6.480  -0.36
N -0.221 2.872 5.693  0.15
F 1.495 -0.986 1.379  -0.34
N 0.117 0.827 0.955  0.13
H -3.811 1.139 6.895  0.48
H -2.450 0.883 -3.993  0.19
N 8.871 0.886 -1.199  0.10
C 6.265 -4.176 -1.199  -0.33
C -0.559 0.485 -0.172  0.15
C 1.508 -4.276 -3.293  0.58
H -8.921 -3.674 5.216  0.35
C -1.554 0.793 -2.036  0.29
O -0.823 3.185 1.172  -0.67
H -2.192 -3.381 1.230  0.41
S 0.433 2.514 1.225  1.43
H 5.376 0.064 -4.625  0.45
F 2.246 -2.450 -4.543  -0.32
C 6.664 -4.561 0.977  -0.53
H -2.369 4.379 7.612  0.44
C 9.741 1.247 -0.206  -0.48
H -6.732 3.835 -6.151  0.41

Properties
E_LUMO = -3.832 eV
energy = -4420.83166 a.u.
total charge = +1
highest occupied orbital energy = -0.3485 Eh
orbital gap = 5.65 eV